1.
7 unconnected molecules or ions with the total composition C21H28O21 in a non-equilibrium geometry, computed with wB97M-V/def2-TZVPD.

## Properties
energy above the lowest of the compared OMol25 structures with the same formula, charge and spin = 29.3 kJ/mol
E_LUMO = 0.226 eV
SMILES string = O=C1OCCO1.O=C1OCCO1.O=C1OCCO1.O=C1OCCO1.O=C1OCCO1.O=C1OCCO1.O=C1OCCO1
E_tot = -65228.6089 eV
gap between HOMO and LUMO = 10.713 eV
total charge = 0
HOMO energy = -10.49 eV

Positions of all 70 atoms, in Å:
C: -3.82 -0.73 2.52
H: 2.11 6.10 0.16
O: -2.73 -1.05 1.81
C: -5.17 -1.16 -1.77
O: -4.81 -1.41 2.51
H: 5.02 -4.90 1.74
H: -1.46 -1.36 -1.26
C: 0.32 3.75 0.29
C: 4.51 -4.71 -1.07
H: 3.96 -0.93 3.83
C: -0.56 0.76 -4.01
C: 4.22 -5.30 1.10
H: -1.13 0.97 -4.92
O: 4.73 -5.71 -0.15
H: 1.26 6.32 1.68
H: -6.20 0.52 -2.65
C: 3.23 -4.19 0.76
H: 2.16 -4.38 0.66
O: 1.32 4.38 0.90
C: 1.69 1.13 -4.08
C: 3.05 -0.90 3.23
O: 0.72 0.22 -4.33
H: 1.37 -0.50 -1.50
C: -3.65 0.49 -1.56
O: -2.61 0.98 -1.22
C: 1.48 0.36 4.27
C: -0.02 5.95 -0.16
O: 0.36 -2.92 1.79
C: -5.37 -0.15 -2.88
H: -4.66 -2.09 -2.02
H: -5.46 -0.59 -3.86
H: -0.83 6.47 0.36
O: -3.66 0.41 3.15
H: -0.01 0.18 -0.67
O: -4.17 0.64 -2.80
H: -0.85 2.84 -3.55
O: 3.74 -3.79 -0.51
H: 2.37 0.39 1.51
H: -0.78 -0.44 2.22
C: -0.22 2.03 -3.21
O: -0.45 4.61 -0.39
O: 0.59 0.69 5.00
O: -4.33 -0.43 -0.88
H: -1.05 0.02 -3.38
H: 3.32 -3.36 1.46
H: -6.08 -1.48 -1.25
O: 2.83 1.01 -4.39
C: 0.54 -0.75 -0.83
H: 3.82 0.93 2.33
O: 0.15 2.57 0.39
H: 2.96 -1.78 2.60
H: -1.78 0.95 3.94
C: 1.23 5.80 0.72
C: -2.30 0.91 2.98
C: 0.28 -2.38 0.74
H: -0.13 -2.14 -2.30
O: 1.92 -0.91 4.11
H: -0.17 1.92 -2.13
H: -1.73 0.59 1.02
H: 3.79 -6.19 1.55
C: -0.45 -1.78 -1.33
C: -1.75 -0.05 1.90
H: 0.14 6.47 -1.10
H: -2.49 1.94 2.68
C: 2.87 0.41 2.48
O: 0.93 -1.18 0.46
O: 4.97 -4.70 -2.16
O: 2.07 1.16 3.39
O: 1.18 2.26 -3.57
O: -0.36 -2.80 -0.35

2.
7 unconnected molecules or ions with the total composition C21H28O21 in a non-equilibrium geometry, computed with wB97M-V/def2-TZVPD.

## Properties
energy above the lowest of the compared OMol25 structures with the same formula, charge and spin = 98.6 kJ/mol
E_LUMO (alpha / beta) = -2.933 / -10.484 eV
E_tot = -65215.2103 eV
gap between HOMO and LUMO (alpha / beta) = 9.367 / 1.815 eV
total charge = +1
HOMO energy (alpha / beta) = -12.30 / -12.30 eV
spin multiplicity = 2

Positions of all 70 atoms, in Å:
H: -16.01 -13.75 -9.75
H: -16.72 -14.64 -5.46
O: -14.08 -14.63 -9.34
C: -14.34 -11.64 -13.31
H: -10.64 -14.73 -8.40
C: -8.09 -18.27 -10.04
H: -12.89 -10.14 -13.17
H: -12.57 -13.10 -8.20
C: -12.13 -16.82 -14.02
H: -16.01 -13.12 -4.00
H: -13.77 -12.57 -13.35
H: -8.82 -16.28 -10.37
H: -11.96 -16.13 -14.85
O: -14.85 -14.48 -6.01
H: -4.38 -15.71 -9.33
O: -10.28 -17.77 -10.41
H: -4.31 -13.05 -9.51
O: -8.52 -18.81 -11.28
H: -3.80 -13.85 -7.92
O: -15.82 -10.36 -16.17
H: -16.37 -13.39 -6.86
C: -15.84 -15.79 -10.19
O: -12.95 -16.38 -8.45
C: -14.26 -17.23 -14.04
C: -4.59 -13.65 -8.64
C: -15.09 -10.62 -15.20
O: -5.83 -13.20 -8.14
O: -10.66 -13.95 -10.15
H: -12.38 -15.09 -12.79
O: -11.44 -12.75 -11.90
C: -6.63 -14.15 -7.88
C: -13.88 -15.93 -9.03
C: -9.95 -18.71 -11.32
C: -13.33 -10.76 -13.95
C: -15.26 -14.44 -10.14
C: -13.94 -13.62 -5.56
C: -10.52 -13.71 -8.76
O: -6.20 -15.28 -8.44
O: -14.04 -16.11 -13.26
O: -11.88 -12.12 -9.78
H: -9.23 -16.77 -8.82
H: -12.48 -11.28 -14.41
H: -16.09 -16.00 -11.23
H: -7.07 -17.89 -10.18
O: -15.35 -11.59 -14.30
H: -8.19 -19.04 -9.28
C: -12.69 -16.12 -12.94
C: -11.60 -12.70 -8.51
H: -5.50 -14.81 -10.31
O: -14.49 -12.57 -5.09
C: -15.84 -12.74 -5.01
C: -9.15 -17.16 -9.83
H: -11.36 -11.87 -7.86
C: -16.10 -13.86 -5.91
H: -14.69 -11.34 -12.32
C: -5.14 -14.92 -9.28
O: -15.28 -17.66 -14.38
H: -11.23 -17.39 -13.79
H: -16.43 -11.88 -5.30
O: -12.71 -13.85 -5.60
C: -11.32 -12.92 -10.71
O: -14.80 -16.60 -9.65
O: -13.92 -10.05 -14.94
H: -15.04 -14.10 -11.15
O: -7.51 -14.03 -7.02
H: -9.51 -13.39 -8.49
O: -10.68 -19.31 -12.08
H: -12.60 -16.67 -12.00
O: -13.11 -17.73 -14.38
H: -16.73 -15.94 -9.58

3.
7 unconnected molecules or ions with the total composition C21H28O21 in a non-equilibrium geometry, computed with wB97M-V/def2-TZVPD.

## Properties
energy above the lowest of the compared OMol25 structures with the same formula, charge and spin = 17.0 kJ/mol
E_LUMO (alpha / beta) = -1.843 / -9.281 eV
E_tot = -65216.0562 eV
gap between HOMO and LUMO (alpha / beta) = 10.386 / 2.948 eV
total charge = +1
HOMO energy (alpha / beta) = -12.23 / -12.23 eV
spin multiplicity = 2

Positions of all 70 atoms, in Å:
O: 20.01 -6.29 -9.78
C: 22.07 -0.85 -4.97
H: 21.21 -1.43 -5.29
H: 20.50 -8.17 -10.62
O: 24.18 -1.52 -4.30
H: 22.41 -1.00 -8.58
C: 15.28 4.32 -9.98
H: 17.65 -3.69 -12.10
H: 12.82 -1.32 -4.60
O: 19.50 -5.83 -11.86
C: 20.39 -1.21 -10.69
H: 10.90 0.58 -5.42
C: 20.79 -6.39 -11.86
H: 15.30 -4.34 -11.82
H: 16.35 4.95 -8.31
H: 20.79 -7.05 -12.72
H: 21.62 -5.71 -12.05
H: 17.09 -3.61 -13.78
O: 16.58 2.88 -8.72
H: 15.77 -3.14 -8.26
O: 13.02 -0.90 -8.81
H: 17.25 -2.84 -9.77
O: 21.18 -2.27 -10.96
H: 15.46 -1.45 -8.24
O: 12.83 -1.70 -6.62
O: 20.51 -0.88 -9.39
H: 22.85 -0.91 -2.92
O: 17.88 -5.47 -10.38
O: 23.03 -0.71 -6.00
C: 17.36 -2.08 -8.99
H: 17.35 4.40 -9.75
C: 21.51 -1.60 -8.74
H: 12.61 0.83 -5.44
O: 16.87 -2.20 -6.73
H: 15.45 4.67 -11.00
C: 15.63 2.21 -9.17
H: 17.51 -1.06 -9.33
O: 14.89 -2.37 -12.10
O: 18.37 -2.58 -8.21
O: 25.17 -1.05 -6.32
H: 22.90 -2.87 -9.93
O: 16.89 -1.84 -12.61
H: 22.38 -2.48 -3.55
C: 15.73 -1.40 -12.04
C: 15.47 -3.57 -12.58
C: 19.02 -5.88 -10.64
H: 21.84 -7.24 -10.21
C: 20.82 -7.13 -10.56
C: 16.46 4.24 -9.13
C: 16.24 -2.18 -8.04
C: 22.86 -1.53 -3.82
O: 11.88 0.15 -7.17
H: 21.26 -3.62 -9.57
O: 15.55 1.02 -9.13
H: 21.17 -1.98 -7.78
C: 12.16 -1.28 -5.46
O: 19.02 -2.40 -5.98
O: 15.50 -0.29 -11.58
C: 11.83 0.15 -5.79
H: 15.15 -4.01 -13.53
H: 14.54 4.95 -9.48
O: 14.77 3.01 -9.84
C: 16.91 -3.26 -12.77
C: 12.55 -0.83 -7.66
H: 21.75 0.12 -4.60
O: 19.66 -0.64 -11.50
C: 21.84 -2.71 -9.75
H: 11.35 -1.97 -5.21
C: 24.21 -1.09 -5.57
C: 18.15 -2.46 -6.88

4.
A molecular structure, C21H29BiN8O3S3, computed with wB97M-V/def2-TZVPD.

## Properties
energy above the lowest of the compared OMol25 structures with the same formula, charge and spin = 9.2 kJ/mol
E_LUMO = -5.926 eV
E_tot = -78641.1352 eV
gap between HOMO and LUMO = 7.486 eV
total charge = +2
HOMO energy = -13.41 eV

Positions of all 65 atoms, in Å:
H: -2.89 5.40 -1.70
O: -2.39 1.34 1.28
C: -1.58 -1.21 2.91
H: 5.94 4.25 0.08
S: -1.71 -2.87 -1.70
H: -4.66 -3.41 2.43
C: -3.09 -2.27 1.52
C: -1.29 -2.55 -3.43
S: 0.62 -0.58 -2.85
C: 4.18 3.46 -0.85
C: 0.13 -2.10 -3.73
H: -1.51 -3.45 -4.01
H: -2.01 -1.79 -3.74
N: -1.40 2.10 -3.11
C: -3.79 -2.80 2.60
H: -3.86 -2.90 4.74
C: 2.70 2.21 0.59
H: 3.32 2.04 2.64
C: 1.47 1.42 0.76
H: 0.47 -1.04 4.85
C: 4.72 3.17 1.48
C: 2.22 -1.03 -2.15
H: 4.42 3.86 -1.82
C: -0.38 -0.34 3.02
H: -3.41 -2.47 0.51
H: 0.98 -4.53 0.33
C: 3.57 2.44 1.66
H: -1.89 4.12 -3.26
C: 0.24 -0.09 4.35
C: -0.48 -4.11 -1.20
O: 0.73 1.25 -0.30
H: 2.05 -3.16 -1.76
N: 0.06 0.16 1.92
C: 3.02 2.73 -0.67
H: 0.22 -1.92 -4.80
H: 0.22 -4.24 -2.02
H: -0.45 0.46 4.98
N: -1.90 3.32 -2.65
H: 1.15 0.49 4.24
S: 1.08 -2.15 0.17
C: -2.36 3.46 -1.40
H: 0.85 -2.88 -3.48
H: -0.46 -3.72 0.93
H: -3.22 4.75 -0.12
N: -2.68 2.39 0.64
C: -3.35 -2.51 3.88
H: -1.91 1.81 -3.93
N: 1.20 0.91 1.94
N: -2.01 -1.51 1.68
N: -2.84 4.64 -1.05
C: -2.22 -1.71 4.04
Bi: -0.96 -0.10 -0.16
N: -2.25 2.36 -0.62
H: 3.24 -2.32 -0.79
H: 2.54 -0.12 -1.63
C: 0.24 -3.76 0.10
H: 2.93 -1.20 -2.96
H: -0.42 2.18 -3.33
O: -3.29 3.30 1.17
C: 5.03 3.68 0.22
H: -1.86 -1.47 5.03
H: 2.34 2.56 -1.50
C: 2.24 -2.23 -1.22
H: 5.39 3.34 2.31
H: -0.99 -5.06 -1.06

5.
A molecular structure, C21H29BrFeN9OS3, computed with wB97M-V/def2-TZVPD.

## Properties
energy above the lowest of the compared OMol25 structures with the same formula, charge and spin = 97.7 kJ/mol
E_LUMO (alpha / beta) = 2.132 / 2.130 eV
E_tot = -174642.6855 eV
gap between HOMO and LUMO (alpha / beta) = 6.261 / 6.235 eV
total charge = -1
HOMO energy (alpha / beta) = -4.13 / -4.10 eV
spin multiplicity = 5

Positions of all 65 atoms, in Å:
S: -4.03 0.22 2.89
S: -3.11 -1.43 0.51
H: 2.27 -0.83 -4.28
H: 0.40 4.21 4.41
H: 2.22 -4.95 1.48
H: 0.22 2.14 -2.20
C: -1.96 -0.09 -3.38
H: 1.24 2.74 -3.54
C: -0.87 -2.07 -2.68
H: 1.27 4.76 1.54
C: -1.90 -0.51 -4.71
H: 2.09 2.56 3.80
H: 0.92 -0.03 -5.09
S: 0.06 -0.86 1.90
H: -0.25 1.82 -3.88
C: -3.29 -2.25 4.49
C: 1.36 -4.52 0.95
N: -1.07 2.89 -0.44
H: 0.79 5.97 2.73
C: -1.44 -0.83 -2.32
H: 0.52 1.74 3.69
H: 2.26 5.02 2.98
C: -1.30 -1.72 -5.00
C: 1.46 -0.04 -2.06
C: -3.37 -1.20 2.25
H: -2.31 0.09 -5.51
H: -0.47 -2.72 -1.91
C: 1.23 4.98 2.61
C: 1.13 2.55 3.27
H: 0.57 -5.27 0.92
C: -1.81 2.04 1.38
N: -1.75 1.83 0.08
H: 3.84 -1.86 1.87
H: -0.05 -3.51 2.12
C: -3.06 -2.29 3.08
C: 0.45 3.91 3.36
Br: -1.17 -2.30 -6.81
C: 0.60 1.92 -3.20
N: -0.76 3.72 0.48
Fe: -1.22 -0.33 -0.29
N: 1.35 0.68 -3.17
H: -1.47 4.81 2.91
H: 4.21 -1.91 0.13
H: -2.44 0.87 -3.18
N: 0.83 -3.36 1.63
H: 1.33 2.28 2.23
H: -0.35 -3.48 -4.23
H: 2.00 -0.99 -2.20
H: -2.36 1.42 2.09
C: -1.01 3.82 2.94
O: 1.01 0.28 -0.96
C: 3.52 -2.26 0.90
N: -3.45 -2.29 5.63
C: -0.80 -2.53 -3.99
C: 1.10 -2.09 1.34
C: -2.41 -3.46 2.60
H: 2.14 -0.82 0.29
N: -1.83 -4.40 2.24
N: -1.21 3.19 1.64
N: 2.18 -1.81 0.54
C: 1.78 0.13 -4.44
H: 1.65 -4.27 -0.07
H: -1.56 3.20 3.64
H: 3.59 -3.34 0.94
H: 2.48 0.81 -4.93

6.
A molecular structure, C21H29BrIMnN4OS, computed with wB97M-V/def2-TZVPD.

## Properties
energy above the lowest of the compared OMol25 structures with the same formula, charge and spin = 18.1 kJ/mol
E_LUMO (alpha / beta) = -10.317 / -10.387 eV
E_tot = -150528.1924 eV
gap between HOMO and LUMO (alpha / beta) = 7.150 / 7.080 eV
total charge = +3
HOMO energy (alpha / beta) = -17.47 / -17.47 eV
spin multiplicity = 2

Positions of all 59 atoms, in Å:
N: -0.11 0.37 2.41
H: 4.83 1.03 -0.63
H: -1.55 0.23 3.97
C: -0.09 -4.40 0.95
I: 4.53 -1.60 -0.48
H: 1.61 -1.52 1.03
Mn: -0.25 0.38 0.28
S: 0.14 2.70 0.67
C: 1.01 -3.56 1.13
H: -2.58 2.36 -0.71
C: 1.02 1.22 2.87
H: -1.69 3.48 1.99
C: -0.65 -0.79 -3.53
H: -3.47 0.84 2.40
H: 0.11 -0.58 2.70
C: -1.41 0.74 3.03
Br: -2.97 -1.96 -0.61
C: -0.84 -0.73 -4.88
H: 0.26 3.28 2.97
H: -2.67 -0.68 2.03
H: 1.85 3.12 2.27
C: -1.13 1.70 -4.77
C: 4.08 0.44 -0.11
C: -2.54 2.27 0.38
H: 2.85 -3.42 2.28
H: -1.66 4.22 0.41
H: -0.97 2.59 -2.82
H: -2.14 -4.53 0.30
H: 1.08 1.25 3.96
O: 1.74 0.42 0.16
H: -1.40 1.80 3.25
C: -0.94 1.67 -3.41
H: -1.31 2.64 -5.27
C: -1.28 -3.89 0.47
H: -3.54 2.50 0.75
C: -1.37 -2.55 0.19
H: 4.13 0.58 0.96
C: -2.53 0.40 2.07
N: -0.36 -1.70 0.42
H: -2.78 0.30 0.07
C: -0.51 0.39 -1.43
H: -1.24 0.54 -6.57
N: -2.20 0.85 0.69
H: 2.28 -5.08 2.00
C: -1.56 3.28 0.93
C: -1.08 0.51 -5.49
C: 0.81 -2.22 0.87
H: -0.45 -1.74 -3.03
H: 1.65 1.25 -2.25
H: 1.94 0.78 2.50
C: 2.36 -4.08 1.56
N: 2.56 1.13 -1.84
H: -0.01 -5.45 1.19
C: 2.71 0.68 -0.61
C: 0.87 2.64 2.34
C: -0.71 0.41 -2.77
H: -0.80 -1.64 -5.48
H: 3.02 -4.16 0.69
H: 3.36 1.31 -2.43

7.
C21H29ClN4O3 in the gas phase in a non-equilibrium geometry, computed with wB97M-V/def2-TZVPD.

## Properties
energy above the lowest of the compared OMol25 structures with the same formula, charge and spin = 20.5 kJ/mol
E_LUMO = 0.592 eV
SMILES string = CCCCN(CCCC)Cc1ccc(C(=O)NNC(=O)Nc2ccc(Cl)cc2)o1
E_tot = -46873.2427 eV
gap between HOMO and LUMO = 8.951 eV
total charge = 0
HOMO energy = -8.36 eV

Positions of all 58 atoms, in Å:
H: 8.06 -0.94 0.67
C: 2.66 0.13 0.99
C: 2.20 -0.64 -1.28
H: 4.54 0.02 -1.77
C: -8.90 0.71 -0.20
C: -7.72 1.41 -0.43
C: -4.03 1.21 -0.25
H: -9.85 1.17 -0.41
H: 1.25 -4.97 0.22
H: 7.47 -2.53 1.14
N: -1.80 1.98 -0.42
N: 3.20 -0.39 -0.26
C: -6.44 -0.48 0.34
H: 1.95 -0.60 1.38
Cl: -10.30 -1.46 0.58
H: 0.07 -4.23 -0.86
C: 4.33 0.38 -0.76
C: -1.07 3.07 -0.07
H: 1.34 4.65 0.62
H: -7.58 -2.18 0.95
H: 0.54 -1.32 -0.06
H: 6.40 0.75 -0.39
C: 0.77 -4.04 -0.05
O: -1.53 4.20 -0.15
H: 5.13 -1.83 0.61
C: 2.43 2.74 0.96
H: -5.51 2.50 -0.79
C: -6.49 0.82 -0.16
H: -7.77 2.41 -0.82
C: 1.81 -3.01 -0.48
C: 1.16 -1.68 -0.88
O: 0.68 1.46 0.47
H: 6.17 -1.68 -0.80
C: -8.84 -0.58 0.29
H: 1.68 0.29 -1.58
N: -5.34 1.58 -0.41
H: 0.50 -1.84 -1.73
H: 2.73 -1.01 -2.16
C: -7.61 -1.17 0.56
H: -1.57 1.03 -0.16
H: 4.09 1.45 -0.83
H: 2.52 -2.83 0.33
H: 2.38 -3.40 -1.33
H: 0.21 -3.68 0.81
H: 7.02 -1.11 2.08
H: -3.37 3.16 -0.71
H: -5.49 -0.94 0.54
O: -3.63 0.15 0.17
C: 1.35 3.58 0.64
C: 0.30 2.76 0.34
C: 7.21 -1.48 1.08
N: -3.16 2.17 -0.72
H: 3.42 3.04 1.25
C: 1.97 1.45 0.85
C: 5.59 0.19 0.08
C: 5.98 -1.28 0.20
H: 5.45 0.61 1.08
H: 3.48 0.23 1.70